(1)
{"formula": "C27H47AlBO13", "method": "wB97M-V/def2-TZVPD", "species": ["C", "H", "C", "C", "H", "H", "O", "C", "O", "H", "O", "O", "O", "H", "C", "H", "H", "H", "C", "H", "H", "H", "H", "O", "C", "H", "C", "H", "H", "H", "H", "H", "C", "H", "H", "H", "H", "C", "H", "H", "O", "H", "C", "H", "C", "H", "O", "H", "C", "H", "O", "C", "B", "C", "H", "C", "O", "C", "C", "H", "C", "H", "C", "H", "H", "H", "C", "C", "O", "H", "O", "Al", "C", "H", "H", "C", "H", "H", "H", "H", "H", "C", "H", "C", "H", "H", "C", "H", "O"], "coordinates": [[-2.074, -3.262, -4.982], [1.795, -2.583, 4.583], [1.534, -2.454, 0.670], [3.640, -5.184, 0.779], [-1.165, 4.187, -1.570], [0.648, -2.085, 0.139], [-1.347, -0.921, 0.259], [-3.019, 7.184, -3.012], [3.379, -7.299, 1.819], [0.695, -5.236, 0.142], [4.003, -0.237, 3.216], [-3.133, 6.011, -2.347], [4.491, -2.414, 2.944], [-2.961, -3.485, -5.579], [0.663, 5.377, -1.599], [-1.279, -3.970, -3.082], [2.341, -1.772, 0.372], [-4.830, 7.776, -3.969], [1.426, -2.346, 2.206], [-2.251, 2.086, -0.266], [1.666, 5.243, -1.188], [4.088, -3.636, -2.181], [-1.208, -3.664, -5.503], [-2.976, -2.810, -2.855], [-0.298, 4.391, -0.941], [0.858, 7.486, -1.077], [-0.741, -3.520, 2.839], [0.730, 5.275, -2.681], [2.398, -2.081, 2.613], [-2.774, -1.496, 1.639], [-6.177, 7.214, -1.990], [5.700, -1.909, 5.333], [5.698, -1.108, 4.599], [5.224, 1.415, 3.359], [-1.141, -3.621, 1.833], [0.778, -5.287, -2.647], [-0.694, 7.062, -1.821], [-5.095, 7.213, -1.873], [4.487, -5.034, 0.101], [4.469, 0.016, 5.965], [-2.001, 7.528, -3.540], [-0.980, -1.433, -4.503], [-2.238, -3.820, -3.580], [-4.859, 7.692, -0.922], [-2.827, -1.611, -3.453], [-4.199, 8.975, -2.804], [-0.479, 6.471, 0.145], [1.790, -4.309, 4.680], [5.205, 0.213, 5.184], [1.147, -4.503, 2.567], [-0.124, 0.542, -0.936], [-1.158, 0.236, -0.419], [2.267, -4.202, -2.201], [1.164, -3.456, 4.430], [-2.912, 0.898, -1.433], [-1.999, -1.760, -4.714], [-3.274, -0.594, -2.998], [0.782, -3.535, 2.903], [3.382, -6.619, 0.830], [0.776, -1.480, 2.419], [-4.345, 7.917, -3.002], [-4.993, 5.164, -2.626], [-2.445, 1.032, -0.456], [3.188, -7.095, -0.158], [3.911, -4.820, 1.768], [3.705, 1.512, 4.271], [-3.260, 0.391, 0.659], [4.679, -1.380, 3.508], [3.455, -3.916, -2.851], [-4.338, 0.447, 0.511], [1.137, -4.461, -2.998], [2.003, -4.274, -0.078], [-4.490, 5.818, -1.911], [-1.103, -4.350, 3.448], [0.196, 3.462, -0.664], [0.094, 6.714, -1.157], [6.684, -1.012, 4.142], [-2.423, -1.174, -5.525], [-2.797, -4.753, -3.564], [5.993, 0.831, 5.613], [-3.241, -1.669, -0.064], [-0.755, 5.152, 0.286], [-1.119, -2.623, 3.332], [-2.724, -1.032, 0.657], [-4.488, 5.335, -0.936], [0.281, -3.408, 5.060], [4.523, 0.855, 3.984], [-3.027, 0.875, 1.609], [-1.315, 4.704, 1.246]], "atomic_forces_ev_per_a": [[0.0, 0.1, -0.2], [-0.1, 0.3, 0.3], [0.7, -0.3, 0.0], [0.1, -0.1, 0.1], [0.0, -0.1, 0.1], [0.1, -0.2, 0.3], [-0.2, 0.3, 0.0], [-0.1, 0.1, -0.4], [-0.3, -1.1, 1.3], [-0.1, -0.3, 0.0], [0.0, 0.0, 0.1], [0.0, 0.1, 0.0], [0.2, 0.1, 0.0], [0.0, 0.0, 0.0], [0.0, -0.1, -0.1], [0.0, 0.1, 0.0], [0.0, 0.1, -0.1], [0.1, 0.1, 0.0], [-0.9, 0.4, -1.2], [0.1, 0.0, -0.2], [0.0, 0.0, 0.0], [-0.1, -0.1, -0.1], [0.1, 0.0, 0.1], [-0.2, 0.1, -0.1], [0.6, 0.2, 0.0], [-0.1, 0.0, 0.2], [0.2, -0.4, 0.1], [-0.1, 0.1, 0.0], [-0.2, -0.5, 0.0], [0.2, -0.1, 0.0], [0.0, -0.1, 0.0], [0.1, -0.2, -0.2], [-0.3, 0.4, 0.3], [0.0, 0.0, 0.0], [0.0, 0.1, -0.1], [-0.3, 0.4, 0.2], [0.1, 0.0, 0.0], [-0.1, 0.1, -0.1], [-0.1, 0.2, -0.2], [0.0, 0.0, 0.0], [0.0, 0.0, 0.0], [0.0, 0.1, 0.0], [0.3, -0.3, 0.0], [0.0, 0.0, 0.0], [0.4, 0.1, 0.0], [0.1, 0.0, -0.3], [0.1, 0.0, 0.1], [-0.1, -0.2, 0.3], [0.2, 0.0, 0.1], [0.1, 0.0, -0.5], [0.2, -0.1, 0.1], [-0.2, 0.1, -0.3], [0.1, -0.1, 0.7], [0.3, -0.2, -1.0], [0.2, 0.0, 0.1], [-0.2, -0.4, -0.2], [-0.3, -0.2, 0.0], [0.1, 0.5, 1.8], [0.4, 1.0, -1.0], [0.0, 0.1, 0.3], [-0.2, -0.1, 0.5], [0.0, 0.0, 0.0], [-0.3, 0.1, 0.4], [0.0, -0.1, -0.1], [0.0, 0.1, 0.1], [-0.1, -0.1, -0.1], [-0.1, 0.1, 0.0], [0.4, -0.3, -0.1], [-0.2, 0.4, -0.5], [0.0, -0.1, -0.1], [0.5, -0.5, -0.9], [-0.4, 0.3, 0.4], [-0.2, -0.1, 0.2], [-0.2, -0.2, -0.1], [-0.3, -0.1, 0.0], [0.1, 0.1, -0.2], [0.0, -0.1, 0.0], [0.1, 0.2, 0.1], [-0.1, 0.1, 0.2], [0.0, 0.0, -0.1], [0.0, 0.0, 0.0], [-0.3, -0.3, -0.2], [0.0, 0.3, -0.2], [-0.2, -0.2, 0.1], [0.2, -0.1, 0.0], [0.0, 0.0, 0.3], [0.0, 0.1, 0.1], [0.0, 0.0, 0.0], [0.0, 0.2, 0.1]], "mulliken_charge": [-0.528, 0.162, 0.299, -0.238, 0.181, -0.636, -0.229, 0.492, -0.589, -0.411, -0.320, -0.247, -0.578, 0.275, -0.692, 0.037, 0.606, 0.270, 0.909, 0.044, 0.299, 0.278, 0.334, -0.362, -0.281, 0.386, -1.569, 0.335, -1.424, 0.337, 0.341, 0.292, -0.442, 0.267, 0.144, 0.249, -0.270, -0.543, 0.446, 0.275, -0.621, 0.264, -0.076, 0.282, 0.529, 0.283, -0.421, 0.302, -0.544, -0.052, -0.633, 0.419, 0.930, -1.339, 0.208, -0.476, -0.651, 1.250, -0.259, 0.368, -0.443, 0.263, 0.029, 0.275, 0.201, 0.319, -0.770, 0.454, -0.695, 0.382, -0.599, -0.712, -0.410, 0.516, 0.433, 0.128, 0.277, 0.329, 0.329, 0.327, 0.098, 0.545, 0.392, -0.321, 0.324, 0.426, -0.457, 0.315, -0.616], "homo_lumo_gap_ev": 5.9, "energy_ha": -2302.58777, "charge": -1, "lumo_ha": 0.0684, "de_lowest_kcal_mol": 17.3}

(2)
{"formula": "C27H47Cl2N4NdO6Si", "method": "wB97M-V/def2-TZVPD", "species": ["O", "C", "C", "C", "H", "H", "N", "H", "H", "Cl", "C", "Cl", "C", "O", "H", "H", "H", "H", "N", "H", "Si", "H", "H", "O", "C", "H", "H", "H", "C", "H", "H", "C", "N", "H", "H", "H", "C", "H", "C", "C", "C", "O", "H", "H", "C", "H", "H", "H", "H", "C", "H", "H", "H", "C", "H", "C", "O", "H", "H", "O", "C", "C", "H", "H", "C", "C", "H", "H", "H", "H", "H", "H", "H", "C", "C", "H", "H", "C", "H", "C", "H", "C", "N", "H", "C", "H", "C", "Nd"], "coordinates": [[-1.063, -1.970, 1.874], [-1.378, -3.058, 2.391], [-2.724, 0.855, 5.327], [2.057, 1.302, 4.150], [-1.687, -3.126, 3.452], [-0.063, -3.907, 0.120], [0.821, 1.764, 3.873], [-1.293, -1.692, -0.624], [-3.073, -0.493, -3.192], [2.008, 1.469, 0.423], [2.408, -1.978, -4.099], [1.357, -2.034, -0.173], [-0.615, -0.362, 5.438], [2.468, 0.193, 3.703], [-2.843, 2.641, -0.407], [-2.651, 1.932, 5.133], [-0.342, 4.535, -0.668], [0.087, 5.003, 1.005], [-1.402, 3.534, 0.879], [0.211, -0.688, 6.097], [-0.751, -0.156, -2.482], [-1.014, 0.024, -7.531], [-2.274, 0.574, 7.986], [-0.647, -0.697, 4.229], [0.351, 1.664, -7.155], [2.620, -3.757, -2.964], [-1.101, -5.383, 0.071], [2.634, -2.279, -1.985], [-1.066, -4.321, 0.325], [-2.184, -5.347, 3.326], [4.189, -3.803, -5.538], [-0.520, 1.700, -2.593], [-1.362, -4.232, 1.752], [-3.593, 0.675, 5.970], [2.708, -4.624, -5.036], [2.883, -4.047, -6.700], [-2.096, -0.725, -3.642], [2.049, 4.294, 5.127], [-0.701, 2.563, 1.446], [-2.783, 3.263, 0.500], [2.809, 2.258, 5.069], [-1.162, 1.402, 1.652], [3.205, 1.721, 5.936], [1.870, 3.095, -6.553], [-0.209, 0.409, -6.904], [-1.685, -6.283, 1.867], [-2.151, -0.124, -0.405], [-0.015, 2.271, -7.983], [3.634, 2.719, 4.515], [1.841, 1.376, -5.267], [-2.062, -0.233, -4.621], [-2.046, -1.811, -3.796], [2.660, 1.701, -4.625], [3.097, -3.806, -5.655], [0.284, 2.014, -1.911], [1.248, 0.138, -4.992], [0.730, -0.886, -2.815], [-3.248, 4.229, 0.299], [-3.297, 2.755, 1.324], [-0.620, 3.325, 4.808], [-1.237, -0.609, -0.763], [2.480, -2.490, -5.340], [-1.804, -3.761, -0.264], [-1.234, 1.919, 7.463], [1.750, -0.644, -3.782], [-1.377, 0.832, 7.410], [-1.453, 2.203, -2.295], [-1.484, 5.523, 0.296], [-0.269, 2.036, -3.608], [-0.461, -5.672, 3.007], [2.130, -1.923, -6.197], [-2.815, 0.311, 4.387], [-0.505, 0.326, 7.836], [1.761, 3.283, 5.442], [0.265, -0.375, -5.844], [-0.109, -1.391, -5.684], [1.562, 3.307, 6.518], [1.395, 2.136, -6.351], [-0.368, -0.221, -0.212], [0.504, 2.841, 4.683], [4.071, -2.728, -2.970], [-1.431, -5.456, 2.534], [-1.530, 0.401, 6.028], [0.339, 2.803, 1.695], [-0.744, 4.722, 0.343], [2.524, -0.045, -3.268], [2.970, -2.717, -2.940], [0.564, -0.187, 2.120]], "atomic_forces_ev_per_a": [[-0.6, -0.9, 0.4], [0.4, 0.0, -0.4], [0.0, 0.2, 0.0], [-0.1, 0.0, 0.0], [0.2, 0.1, -0.2], [-0.4, -0.1, 0.0], [0.2, -0.4, 0.1], [0.1, 0.4, 0.1], [0.2, -0.1, -0.1], [-0.3, -0.2, 0.4], [-0.4, -0.1, -1.3], [0.4, 0.1, 1.9], [-0.1, 0.1, -1.0], [-0.6, 1.0, 0.2], [0.0, 0.1, 0.3], [0.1, -0.2, -0.1], [-0.2, 0.0, 0.3], [-0.3, 0.0, -0.3], [-0.1, -0.5, 0.0], [-0.2, 0.1, -0.2], [1.2, 0.1, -0.8], [0.2, 0.1, 0.1], [0.2, 0.0, -0.1], [0.1, 0.0, 1.4], [0.1, 0.0, 0.2], [0.2, 0.1, 0.1], [0.0, 0.2, -0.2], [0.3, -0.3, -0.6], [0.5, 0.0, -0.1], [0.1, -0.2, -0.2], [-0.1, 0.0, 0.0], [-0.2, 0.2, 0.0], [-0.2, 0.7, 0.4], [0.1, -0.1, -0.1], [0.1, 0.1, 0.0], [0.1, -0.2, 0.1], [-0.4, 0.0, -0.2], [-0.2, -0.2, 0.1], [-0.2, -0.5, 0.0], [0.0, 0.0, -0.2], [0.4, -0.4, -0.1], [0.4, 1.2, 0.0], [0.1, 0.0, -0.2], [-0.2, -0.2, 0.0], [0.2, -0.1, 0.2], [-0.1, 0.1, 0.3], [0.1, 0.0, -0.2], [0.1, -0.2, 0.2], [0.0, -0.3, 0.1], [-0.4, -0.3, -0.3], [0.0, -0.1, 0.2], [0.0, 0.2, 0.0], [-0.2, 0.1, -0.2], [0.1, -0.4, -0.4], [-0.2, -0.1, -0.1], [0.6, -0.2, 0.1], [-1.0, 0.1, -0.3], [-0.1, -0.2, 0.0], [0.1, 0.1, -0.3], [1.1, -0.4, -0.2], [0.0, 0.1, 0.1], [0.0, 0.7, 0.7], [0.1, -0.2, 0.2], [0.0, -0.2, -0.1], [0.0, 0.1, 0.1], [0.1, 0.0, 0.0], [0.2, 0.0, 0.0], [0.2, 0.0, 0.1], [-0.1, -0.1, 0.2], [-0.2, 0.0, -0.2], [-0.1, 0.0, 0.2], [0.0, 0.1, 0.1], [-0.2, 0.2, 0.0], [-0.3, 0.4, 0.2], [-0.1, 0.4, -0.1], [0.0, 0.5, 0.0], [-0.1, 0.1, -0.2], [0.0, -0.1, 0.1], [-0.5, -0.2, -0.1], [-0.5, 0.0, -0.1], [-0.2, 0.0, 0.0], [0.0, 0.0, 0.3], [0.1, -0.3, 0.0], [-0.3, 0.1, 0.0], [0.3, -0.1, 0.1], [-0.2, 0.1, -0.2], [0.0, -0.1, 0.7], [0.5, -0.3, -1.0]], "mulliken_charge": [-0.371, 0.124, -0.888, 0.368, 0.194, 0.199, 0.451, -0.438, 0.413, -0.471, 0.503, -0.572, 0.118, -0.690, 0.174, 0.273, 0.255, 0.297, 0.329, 0.349, 0.073, 0.391, 0.329, -0.569, -0.467, 0.296, 0.373, -0.224, -0.709, 0.336, 0.311, -0.751, 0.194, 0.364, 0.301, 0.383, -1.217, 0.250, -0.071, -0.811, -0.580, -0.688, 0.316, 0.388, -0.803, 0.287, 0.442, 0.384, 0.257, -0.291, 0.363, 0.296, 0.371, -1.458, 0.154, 0.114, 0.056, 0.416, 0.216, -0.670, 0.719, -0.052, 0.207, 0.313, 0.208, -0.879, 0.348, 0.342, 0.366, 0.339, 0.373, 0.203, 0.291, -0.356, -0.204, 0.622, 0.238, -0.602, -0.959, 0.002, 0.304, -0.899, 0.262, 0.486, -0.838, 0.194, -1.051, 1.050], "s2": 3.753, "homo_lumo_gap_ev": [7.9, 7.9], "energy_ha": -3499.05619, "multiplicity": 4, "lumo_ha": [0.0041, 0.0041], "de_lowest_kcal_mol": 22.7}

(3)
{"formula": "C27H47Cl3N4O2", "method": "wB97M-V/def2-TZVPD", "species": ["H", "H", "O", "H", "C", "C", "C", "C", "C", "H", "C", "H", "C", "C", "H", "C", "H", "H", "H", "C", "C", "H", "Cl", "H", "H", "H", "H", "H", "H", "H", "C", "C", "H", "H", "H", "H", "H", "C", "H", "H", "C", "H", "H", "C", "H", "N", "C", "H", "C", "H", "H", "H", "C", "H", "Cl", "N", "H", "H", "C", "O", "H", "H", "C", "H", "C", "Cl", "H", "H", "C", "H", "N", "H", "H", "H", "C", "C", "H", "H", "H", "N", "H", "C", "C"], "coordinates": [[-2.466, -4.148, 3.083], [-0.725, 0.046, -2.349], [-1.598, 3.042, -0.415], [0.817, -1.550, -3.234], [0.992, -1.101, -2.269], [2.018, -1.199, -1.376], [-4.754, 3.810, -2.122], [-1.826, -3.543, 2.437], [-4.264, 1.931, -0.497], [-3.834, 4.863, 1.344], [-2.965, 5.338, 0.887], [-1.627, -4.187, 1.579], [1.132, -3.428, 1.126], [-3.240, 1.959, -2.735], [-0.161, -1.729, 1.454], [6.427, 1.208, 0.032], [-5.440, 4.870, -0.303], [2.933, -6.248, 3.547], [1.811, -2.885, 0.473], [-0.494, -3.156, 3.087], [1.142, -5.154, 3.080], [0.157, -7.180, 2.827], [3.277, -0.996, -7.290], [1.717, -6.387, 4.841], [0.015, -2.010, 4.878], [-2.455, -2.676, 2.237], [4.111, 0.463, -2.102], [-0.885, -1.101, 3.706], [-3.932, 1.121, -2.819], [-3.851, 6.860, -0.887], [6.102, 1.370, -2.199], [-0.774, -2.101, 4.124], [7.858, 2.012, -1.361], [-1.601, -2.355, 4.790], [-4.650, 3.978, -3.193], [-1.029, 5.803, -1.953], [-4.561, 2.551, 0.351], [5.013, 0.783, -1.601], [-5.159, 1.515, -0.955], [2.893, -1.804, -1.560], [0.411, 0.063, -0.484], [-3.415, 5.811, -2.332], [-0.376, 0.643, -0.021], [0.518, -6.313, 2.275], [-1.306, 6.823, -0.625], [6.988, 1.552, -1.156], [-1.278, 5.763, -0.893], [2.162, -0.543, 0.738], [-5.061, 5.078, -1.306], [1.185, -1.881, 2.566], [-5.663, 3.212, -2.010], [-2.966, 6.384, 1.199], [1.607, -0.524, -0.184], [-0.546, 5.305, -0.233], [3.815, -2.850, -5.195], [0.030, -0.256, -1.761], [-0.318, -5.863, 1.737], [6.428, 1.598, -3.199], [-3.770, 5.855, -1.294], [-0.500, -4.841, 4.764], [-5.955, 5.429, -1.826], [0.479, -3.964, 0.434], [-3.635, 2.858, -1.558], [-2.175, 4.962, 1.550], [0.423, -2.449, 2.027], [4.849, -0.172, -4.991], [-3.097, 2.507, -3.663], [1.190, -6.698, 1.507], [3.517, -1.184, -5.502], [2.583, -4.972, 4.768], [0.113, -4.336, 3.744], [4.523, 0.244, 0.514], [-3.560, 1.175, -0.156], [2.658, -0.752, -4.998], [2.156, -5.721, 4.097], [1.921, -4.275, 2.106], [-2.319, 1.430, -2.473], [7.027, 1.454, 0.895], [2.533, -4.926, 1.470], [-2.541, 3.706, -1.038], [2.711, -3.748, 2.646], [5.167, 0.705, -0.215], [-2.635, 5.125, -0.584]], "atomic_forces_ev_per_a": [[0.4, -0.1, 0.4], [-0.3, 0.3, 0.6], [-1.0, 0.6, -1.0], [0.3, 0.0, -0.1], [-0.2, 0.6, -0.8], [-0.4, -0.7, 0.0], [-0.9, -1.4, 1.6], [-0.2, -0.8, 0.2], [0.4, 1.2, 0.2], [-0.4, 0.0, -0.7], [1.4, -0.9, 2.2], [-0.3, 0.4, -0.4], [0.3, 0.6, 0.8], [1.2, -0.4, 0.7], [-0.3, -0.1, 0.2], [0.7, 0.3, 0.2], [0.3, -0.3, 0.1], [0.1, 0.0, 0.1], [0.1, -0.1, 0.1], [-0.4, 1.1, -0.5], [0.8, -0.6, 0.1], [0.0, 0.3, 0.4], [-0.2, 0.1, 0.6], [-0.4, -0.3, -0.5], [0.5, -0.1, -0.4], [0.4, 0.1, -0.5], [0.1, 0.0, -0.1], [-0.3, -0.1, -0.2], [-0.5, 0.4, -0.3], [0.1, 0.1, -0.3], [0.3, -0.8, 1.5], [0.1, 0.3, 1.9], [0.1, 0.0, 0.7], [-0.4, 0.0, -0.5], [0.3, 0.5, 0.1], [0.1, -0.7, 0.0], [-0.1, -0.2, 0.2], [-1.5, -0.1, -1.6], [0.1, -0.3, 0.2], [0.1, 0.0, 0.3], [-1.8, 0.9, -0.2], [-0.3, 1.0, -0.2], [0.7, 0.2, 0.9], [-0.6, 0.4, -0.4], [-0.2, 0.0, 0.2], [-0.1, 0.7, -1.4], [-0.4, 0.9, 0.6], [-0.2, 0.3, 0.1], [0.1, -1.1, -0.5], [0.0, 0.0, 0.1], [0.0, -0.1, -0.5], [-0.3, 0.2, -0.7], [0.3, 0.2, -0.8], [0.3, -0.2, -0.5], [-0.1, -0.6, 0.6], [1.6, -1.6, -0.4], [-0.2, -0.4, -0.1], [-0.3, -0.1, -0.1], [0.3, -0.1, -1.6], [0.5, 0.5, -1.0], [0.4, 1.1, 0.0], [-0.1, -0.3, 0.4], [-1.5, 0.8, -1.1], [0.3, -0.3, -0.3], [-0.6, -0.5, 0.3], [0.4, 0.1, 0.1], [-0.1, -0.1, -0.1], [0.3, 0.1, 0.2], [0.0, 0.9, -1.2], [0.2, 0.4, -0.6], [0.0, -0.4, 0.5], [-0.2, 0.2, -0.1], [-0.1, -0.1, -0.1], [-0.2, -0.6, -0.1], [-0.5, 0.1, 0.7], [1.2, -1.2, -1.3], [0.3, 0.3, -0.1], [-0.4, -0.4, 0.4], [0.0, -0.5, 0.3], [1.2, -1.4, 1.6], [-0.5, 0.7, 0.1], [1.3, 0.1, 0.6], [-1.0, 0.7, 0.2]], "mulliken_charge": [0.448, 0.070, -0.473, 0.629, -0.898, -0.498, -1.304, -1.923, -1.686, 0.315, -1.673, 0.336, 0.227, -0.795, 0.251, -0.682, 0.350, 0.384, -0.263, 1.940, 1.414, 0.355, -0.159, 0.371, 0.450, 0.433, 0.350, 0.338, 0.434, 0.487, -0.847, -1.949, 0.192, 0.414, 0.359, 0.373, 0.362, 0.331, 0.485, 0.620, -1.429, 0.390, 0.736, -1.429, 0.401, 0.030, -1.915, 0.633, -0.636, 0.437, 0.416, 0.426, -0.037, 0.444, -0.113, 0.204, 0.295, 0.335, -1.173, -0.638, 0.339, 0.297, 1.381, 0.428, -1.317, -0.109, 0.425, 0.337, 0.254, 0.416, 0.738, 0.310, 0.344, 0.102, -1.815, -1.569, -0.422, 0.392, 0.566, 0.576, 0.321, -0.383, 1.447], "s2": 2.008, "homo_lumo_gap_ev": [8.2, 8.4], "energy_ha": -2806.85990, "multiplicity": 3, "lumo_ha": [0.0158, 0.0081], "de_lowest_kcal_mol": 8.9}